(1)
# CH3O3

A cluster of 2 separate species, CH3O3 in total at a distorted geometry (the ωB97M-V functional and the def2-TZVPD basis, the Open Molecules 2025 dataset).

The geometry in ORCA input format:
```
! RIJCOSX wB97M-V def2-TZVPD def2/J DEFGRID3
* xyz -1 1
O -1.883 -0.033 -1.386
H -1.044 -0.157 -0.661
O 1.793 -1.172 0.836
C 1.356 -0.049 0.642
O 0.149 0.213 0.366
H 2.020 0.840 0.820
H -2.391 0.358 -0.617
*
```

Computed properties:
HOMO ... -4.549 eV
Orbital gap ... 9.1 eV


(2)
# CH7N4OS

A cluster of 3 separate species, CH7N4OS in total at a distorted geometry (the ωB97M-V functional and the def2-TZVPD basis, the Open Molecules 2025 dataset).

The geometry in ORCA input format:
```
! RIJCOSX wB97M-V def2-TZVPD def2/J DEFGRID3
* xyz 1 1
C -0.900 1.957 0.085
N 0.934 -1.852 0.948
N -2.052 2.061 0.329
N 1.260 -0.727 0.513
N 1.118 -0.801 -1.400
O 0.062 1.462 -0.294
S -3.262 2.937 1.111
H 0.022 -2.068 1.227
H 1.683 -2.556 1.282
H 2.361 -0.597 0.492
H 0.301 -1.324 -1.829
H 2.074 -1.025 -1.584
H 0.743 0.203 -1.587
H -4.344 2.329 0.705
*
```

Computed properties:
HOMO ... -12.040 eV
Orbital gap ... 7.9 eV


(3)
# C5H9ClO

A structure of composition C5H9ClO at a distorted geometry (the ωB97M-V functional and the def2-TZVPD basis, the Open Molecules 2025 dataset).

The geometry in ORCA input format:
```
! RIJCOSX wB97M-V def2-TZVPD def2/J DEFGRID3
* xyz 0 1
C 1.046 -1.241 0.541
C -0.120 -0.411 0.928
C -2.436 0.480 0.450
C 2.580 1.336 -1.053
C -1.048 -0.110 0.023
O -0.827 -0.218 -1.358
Cl 2.869 0.046 0.017
H 1.520 -1.816 1.329
H 1.001 -1.710 -0.475
H -0.430 -0.460 1.983
H -3.204 0.184 -0.153
H -2.241 1.562 0.339
H -2.670 0.090 1.457
H 2.024 2.172 -0.621
H 2.017 0.918 -1.994
H -0.080 -0.824 -1.412
*
```

Computed properties:
HOMO (alpha / beta) ... -8.045 / -6.889 eV
Orbital gap (alpha / beta) ... 8.4 / 6.7 eV


(4)
# C5H10NO2

A cluster of 2 separate species, C5H10NO2 in total at a distorted geometry (the ωB97M-V functional and the def2-TZVPD basis, the Open Molecules 2025 dataset).

The geometry in ORCA input format:
```
! RIJCOSX wB97M-V def2-TZVPD def2/J DEFGRID3
* xyz -1 1
C -1.529 0.725 -0.768
C -1.433 -0.797 -0.651
N -1.263 -1.515 -1.851
C 1.702 -0.693 0.223
C 1.373 0.634 0.686
C 0.818 0.969 2.012
O 0.080 0.165 2.593
O 1.292 2.065 2.414
H -0.606 1.068 -1.256
H -2.341 1.053 -1.421
H -1.544 1.140 0.239
H -0.574 -1.006 0.015
H -2.313 -1.166 -0.106
H -0.659 -0.941 -2.452
H 2.761 -0.972 0.151
H 1.205 -1.419 0.874
H 1.290 -0.785 -0.811
H 1.742 1.474 0.108
*
```

Computed properties:
HOMO ... -2.632 eV
Orbital gap ... 4.1 eV


(5)
# C51H80B2F23N2O15S

A cluster of 11 separate species, C51H80B2F23N2O15S in total (the ωB97M-V functional and the def2-TZVPD basis, the Open Molecules 2025 dataset).

The geometry in ORCA input format:
```
! RIJCOSX wB97M-V def2-TZVPD def2/J DEFGRID3
* xyz -1 1
C 1.743 -1.400 -1.804
B 0.309 -1.019 -1.254
O -0.105 -1.454 -0.040
C -0.763 -0.111 -2.062
S -0.094 1.654 -1.929
O -1.137 2.636 -2.015
O 0.807 1.650 -0.794
C 1.026 2.121 -3.387
F 1.098 1.150 -4.312
F 0.520 3.239 -3.952
C 2.466 2.499 -2.969
F 3.178 2.813 -4.071
F 2.448 3.576 -2.188
F 3.113 1.515 -2.358
O -1.966 0.048 -1.416
B -3.014 -0.878 -2.038
C -4.354 0.011 -2.330
C -4.911 -0.028 -3.759
C -5.638 -1.246 -4.250
F -5.995 -1.073 -5.573
F -4.832 -2.345 -4.195
C -6.965 -1.709 -3.571
F -6.801 -1.855 -2.247
F -7.244 -2.933 -4.099
C -8.344 -0.966 -3.781
F -8.669 -0.973 -5.085
F -9.227 -1.758 -3.129
C -8.622 0.487 -3.201
F -7.692 0.813 -2.288
F -9.822 0.445 -2.585
C -8.769 1.632 -4.263
F -9.919 1.392 -4.922
F -7.766 1.605 -5.155
C -8.902 3.090 -3.638
F -9.914 3.715 -4.294
F -9.259 2.988 -2.344
C -7.665 4.054 -3.732
F -6.518 3.396 -3.563
F -7.792 4.947 -2.723
C -7.590 4.886 -5.053
F -8.431 5.911 -5.005
F -6.363 5.343 -5.201
F -7.906 4.154 -6.118
C -3.285 -2.202 -1.102
C -3.835 -1.880 0.266
C -5.275 -2.271 0.556
N -3.172 -1.296 1.194
O -2.289 -1.303 -3.296
C -1.157 -0.579 -3.510
F -1.480 0.608 -4.235
C -0.171 -1.409 -4.332
C -0.451 -1.502 -5.827
C 0.745 -1.804 -6.684
N -1.605 -1.431 -6.362
H 1.677 -2.403 -2.249
H 2.458 -1.461 -0.981
H 2.120 -0.749 -2.592
H 0.243 -2.322 0.223
H -4.032 1.051 -2.183
H -5.127 -0.164 -1.580
H -4.081 0.101 -4.464
H -5.584 0.798 -3.935
H -4.022 -2.815 -1.639
H -2.379 -2.815 -1.019
H -5.963 -1.489 0.235
H -5.385 -2.438 1.630
H -5.511 -3.201 0.029
H -2.235 -1.081 0.850
H 0.856 -1.066 -4.206
H -0.215 -2.428 -3.934
H 1.351 -2.584 -6.201
H 1.415 -0.953 -6.825
H 0.413 -2.189 -7.652
H -2.316 -1.262 -5.651
C 1.753 7.662 -4.534
C 2.785 7.822 -3.443
O 3.462 8.821 -3.349
C 2.923 6.666 -2.486
H 1.742 8.550 -5.162
H 1.984 6.786 -5.142
H 0.766 7.510 -4.096
H 3.197 5.765 -3.033
H 1.972 6.478 -1.984
H 3.688 6.890 -1.746
C -1.986 -5.797 1.341
C -0.669 -5.070 1.452
O -0.552 -3.946 1.023
C 0.465 -5.792 2.132
H -2.711 -5.159 0.841
H -1.855 -6.720 0.774
H -2.353 -6.059 2.336
H 0.684 -6.726 1.611
H 0.195 -6.031 3.162
H 1.350 -5.159 2.132
C 7.170 2.181 -0.575
C 7.029 2.198 -2.077
O 7.232 1.213 -2.748
C 6.612 3.512 -2.694
H 7.472 1.190 -0.248
H 7.915 2.914 -0.261
H 6.219 2.444 -0.109
H 7.344 4.286 -2.453
H 5.647 3.824 -2.292
H 6.539 3.409 -3.774
C 2.938 -4.462 6.267
C 1.614 -5.023 5.817
O 1.541 -6.107 5.285
C 0.397 -4.152 6.015
H 3.723 -5.183 6.060
H 3.150 -3.539 5.725
H 2.924 -4.238 7.336
H 0.524 -3.206 5.485
H 0.263 -3.931 7.076
H -0.488 -4.658 5.636
C 5.405 0.498 -5.421
C 4.447 0.827 -6.537
O 3.362 0.306 -6.637
C 4.906 1.871 -7.530
H 4.971 -0.254 -4.766
H 6.350 0.128 -5.822
H 5.618 1.393 -4.841
H 5.825 1.544 -8.018
H 5.113 2.810 -7.014
H 4.132 2.030 -8.277
C 7.556 -5.490 7.517
C 6.892 -4.215 7.050
O 6.191 -4.190 6.065
C 7.123 -2.971 7.869
H 7.303 -6.306 6.844
H 8.639 -5.359 7.541
H 7.224 -5.734 8.528
H 8.188 -2.735 7.910
H 6.765 -3.119 8.889
H 6.580 -2.144 7.426
C 4.478 1.669 7.929
C 4.111 0.209 7.898
O 4.892 -0.663 8.209
C 2.709 -0.113 7.442
H 5.505 1.785 8.271
H 4.366 2.096 6.934
H 3.805 2.205 8.597
H 2.548 0.273 6.435
H 1.983 0.368 8.100
H 2.558 -1.190 7.452
C 5.721 -4.845 0.782
C 4.435 -4.615 1.541
O 3.527 -3.974 1.067
C 4.344 -5.228 2.916
H 5.664 -4.359 -0.189
H 6.563 -4.442 1.346
H 5.887 -5.915 0.644
H 5.132 -4.834 3.561
H 4.454 -6.312 2.852
H 3.375 -4.996 3.352
C -6.562 2.097 3.504
C -7.097 0.933 2.701
O -6.452 -0.071 2.538
C -8.477 1.102 2.100
H -5.567 1.853 3.868
H -6.510 2.991 2.880
H -7.223 2.309 4.348
H -8.491 1.962 1.428
H -9.213 1.275 2.888
H -8.743 0.205 1.545
C 1.895 5.068 8.150
C 1.963 4.671 6.693
O 2.365 3.588 6.342
C 1.495 5.702 5.695
H 2.250 4.254 8.776
H 2.508 5.954 8.324
H 0.867 5.311 8.422
H 2.092 6.611 5.786
H 0.453 5.964 5.888
H 1.587 5.305 4.688
*
```

Computed properties:
HOMO ... -5.349 eV
Orbital gap ... 7.0 eV


(6)
# C34H46As3CuN2

A structure of composition C34H46As3CuN2 (the ωB97M-V functional and the def2-TZVPD basis, the Open Molecules 2025 dataset).

The geometry in ORCA input format:
```
! RIJCOSX wB97M-V def2-TZVPD def2/J DEFGRID3
* xyz 1 2
Cu 0.995 -0.118 1.214
C -0.987 3.170 1.352
As 0.596 2.175 1.831
C 0.744 2.599 3.718
C 2.057 3.187 1.055
C 1.971 4.565 0.890
C 3.032 5.273 0.346
C 4.187 4.606 -0.028
C 4.283 3.232 0.138
C 3.221 2.515 0.678
As 3.307 0.582 0.882
C 4.823 0.064 -0.201
C 4.046 0.376 2.677
H -0.940 4.155 1.818
H -1.854 2.625 1.722
H -1.058 3.260 0.269
H 0.923 3.671 3.813
H 1.566 2.050 4.174
H -0.188 2.335 4.217
H 1.072 5.097 1.176
H 2.954 6.342 0.214
H 5.017 5.154 -0.453
H 5.192 2.728 -0.166
H 5.730 0.435 0.278
H 4.730 0.466 -1.210
H 4.852 -1.024 -0.253
H 4.830 1.117 2.837
H 4.462 -0.628 2.765
H 3.265 0.491 3.427
C 1.252 1.164 -2.503
C 0.339 -0.036 -2.265
C 1.092 -1.342 -2.253
C 1.681 -1.778 -3.436
C 2.430 -2.940 -3.477
C 2.613 -3.673 -2.315
C 2.027 -3.286 -1.116
C 2.405 -4.037 0.138
C 3.572 -3.350 0.846
C 1.237 -2.129 -1.109
N 0.629 -1.707 0.106
C -0.185 -2.504 0.733
C -0.603 -2.170 2.038
C -1.371 -2.833 2.996
C -1.299 -2.063 4.154
C -0.492 -0.964 3.849
N -0.066 -1.023 2.581
H 0.692 2.098 -2.483
H 1.749 1.090 -3.471
H 2.038 1.226 -1.746
H -0.405 -0.067 -3.067
H -0.229 0.089 -1.337
H 1.541 -1.194 -4.336
H 2.874 -3.271 -4.405
H 3.222 -4.566 -2.331
H 2.681 -5.055 -0.139
H 1.583 -4.130 0.847
H 4.440 -3.280 0.190
H 3.863 -3.889 1.746
H 3.285 -2.335 1.138
H -0.525 -3.420 0.256
H -1.900 -3.759 2.858
H -1.763 -2.263 5.102
H -0.219 -0.146 4.498
C -4.254 1.408 0.570
As -2.807 0.183 0.085
C -3.704 -1.469 0.622
C -3.102 0.065 -1.879
C -4.521 -0.092 -2.320
C -5.312 1.023 -2.588
C -6.636 0.880 -2.969
C -7.194 -0.384 -3.091
C -6.414 -1.503 -2.837
C -5.090 -1.356 -2.456
H -5.196 1.092 0.126
H -4.024 2.421 0.238
H -4.354 1.412 1.655
H -4.743 -1.463 0.296
H -3.654 -1.563 1.705
H -3.197 -2.325 0.178
H -2.500 -0.788 -2.204
H -2.653 0.963 -2.311
H -4.883 2.014 -2.501
H -7.233 1.756 -3.177
H -8.225 -0.498 -3.392
H -6.836 -2.492 -2.942
H -4.485 -2.236 -2.273
*
```

Computed properties:
<S²> ... 0.76
HOMO (alpha / beta) ... -10.323 / -10.356 eV
Orbital gap (alpha / beta) ... 8.0 / 6.0 eV